{
  "formula": "C27H44O2",
  "method": "wB97M-V/def2-TZVPD",
  "elements": ["C", "C", "C", "C", "C", "C", "C", "C", "C", "C", "C", "C", "C", "C", "C", "C", "C", "C", "C", "C", "C", "C", "C", "C", "C", "O", "C", "C", "O", "H", "H", "H", "H", "H", "H", "H", "H", "H", "H", "H", "H", "H", "H", "H", "H", "H", "H", "H", "H", "H", "H", "H", "H", "H", "H", "H", "H", "H", "H", "H", "H", "H", "H", "H", "H", "H", "H", "H", "H", "H", "H", "H", "H"],
  "coordinates": [[3.3634, -1.3424, -4.5788], [3.5726, -1.6051, -3.2911], [2.6885, -2.4134, -2.4514], [1.3710, -2.5240, -2.6810], [0.4500, -3.3406, -1.9116], [-0.7972, -3.0424, -1.5402], [-1.6522, -4.0570, -0.8241], [-2.0893, -3.5697, 0.5625], [-2.7233, -2.1802, 0.5000], [-1.8177, -1.1888, -0.2332], [-0.5227, -0.9788, 0.5510], [-2.5213, 0.1372, -0.5966], [-2.7911, 1.1317, 0.5510], [-4.0655, 1.9204, 0.2375], [-1.6515, 2.1109, 0.8681], [-1.7038, 2.6161, 2.3101], [-0.5815, 3.6133, 2.5909], [-0.5032, 4.0626, 4.0541], [-1.7160, 4.8983, 4.4567], [0.7769, 4.8650, 4.2825], [-1.7245, 0.6727, -1.8050], [-0.9380, -0.5257, -2.3751], [-1.5222, -1.7380, -1.6523], [3.3684, -2.9893, -1.2437], [3.8506, -1.8494, -0.3241], [4.9067, -2.2773, 0.5112], [4.3612, -0.6563, -1.1413], [4.7880, -1.0631, -2.5596], [5.4146, -0.0012, -3.2365], [4.0601, -0.7465, -5.1434], [2.5178, -1.7360, -5.1144], [0.9494, -1.9960, -3.5235], [0.8268, -4.3205, -1.6355], [-2.5474, -4.2401, -1.4270], [-1.1193, -5.0047, -0.7256], [-2.8074, -4.2781, 0.9820], [-1.2245, -3.5523, 1.2273], [-3.6794, -2.2486, -0.0262], [-2.9291, -1.8307, 1.5143], [-0.7426, -0.6540, 1.5651], [0.1083, -0.2356, 0.0749], [0.0470, -1.9032, 0.5994], [-3.5103, -0.1574, -0.9679], [-2.9816, 0.5350, 1.4503], [-3.9524, 2.4608, -0.7000], [-4.2786, 2.6409, 1.0230], [-4.9222, 1.2553, 0.1504], [-1.7127, 2.9664, 0.1915], [-0.6843, 1.6360, 0.7162], [-2.6687, 3.0866, 2.4995], [-1.6081, 1.7675, 2.9928], [-0.7110, 4.4919, 1.9542], [0.3706, 3.1491, 2.3199], [-0.4695, 3.1692, 4.6886], [-2.6332, 4.3196, 4.3873], [-1.6125, 5.2431, 5.4833], [-1.8061, 5.7694, 3.8108], [1.6543, 4.2705, 4.0376], [0.7809, 5.7557, 3.6574], [0.8539, 5.1761, 5.3219], [-2.4027, 1.0861, -2.5514], [-1.0427, 1.4676, -1.5122], [0.1231, -0.4243, -2.1552], [-1.0541, -0.6056, -3.4554], [-2.4957, -1.9535, -2.1130], [4.2458, -3.5617, -1.5576], [2.7014, -3.6505, -0.6901], [3.0050, -1.5169, 0.3013], [4.6325, -3.0703, 0.9843], [3.5785, 0.1029, -1.2189], [5.2136, -0.2249, -0.6159], [5.5600, -1.8387, -2.4957], [4.7759, 0.7148, -3.3341]],
  "forces_ev_per_angstrom": [[0.095, 0.015, 0.077], [0.323, 0.221, -0.401], [-0.623, -0.248, 0.137], [0.484, 0.262, -0.142], [-0.223, -0.295, 0.221], [-0.069, -0.219, -0.128], [0.159, -0.086, 0.222], [-0.175, -0.003, -0.077], [0.202, 0.007, 0.065], [-0.413, -0.037, -0.028], [-0.140, -0.059, -0.170], [0.082, -0.038, 0.184], [-0.051, 0.027, -0.267], [0.128, -0.158, 0.213], [-0.224, -0.244, 0.323], [0.266, 0.196, -0.316], [-0.209, -0.253, 0.388], [0.120, 0.255, -0.186], [0.135, -0.290, 0.031], [-0.182, -0.242, 0.069], [-0.095, 0.054, -0.025], [-0.050, -0.038, -0.065], [0.250, 0.165, -0.051], [-0.069, 0.075, 0.125], [-0.429, 0.146, -0.168], [0.325, -0.137, 0.200], [0.217, -0.260, -0.035], [-0.141, 0.019, 0.334], [0.163, 0.209, -0.149], [0.129, 0.138, -0.035], [-0.205, -0.152, -0.050], [0.046, 0.172, -0.091], [-0.087, -0.120, 0.066], [-0.032, -0.033, -0.040], [-0.020, -0.013, -0.076], [0.059, -0.014, 0.059], [0.017, -0.054, 0.054], [-0.071, 0.051, -0.040], [-0.083, 0.051, 0.042], [0.006, 0.092, 0.152], [0.157, 0.127, -0.016], [0.096, -0.047, 0.069], [0.021, -0.087, -0.006], [0.008, -0.006, 0.052], [-0.004, 0.086, -0.140], [-0.081, 0.136, 0.051], [-0.110, -0.035, -0.032], [0.083, 0.031, -0.104], [0.108, 0.044, -0.078], [-0.096, -0.035, 0.074], [-0.054, -0.057, 0.057], [0.062, 0.091, -0.071], [0.061, 0.021, -0.078], [0.002, -0.009, -0.028], [-0.157, 0.008, 0.003], [-0.044, 0.070, 0.103], [-0.029, 0.137, -0.085], [0.133, -0.018, -0.030], [0.024, 0.137, -0.078], [0.062, 0.081, 0.103], [0.031, 0.089, -0.015], [0.026, 0.090, -0.014], [0.020, 0.032, -0.059], [0.119, -0.013, -0.050], [-0.070, 0.000, 0.082], [0.031, -0.025, 0.067], [0.057, -0.046, -0.003], [0.109, -0.070, -0.166], [-0.002, 0.030, -0.023], [-0.006, 0.029, -0.026], [-0.047, 0.056, -0.017], [-0.108, 0.013, 0.043], [-0.016, -0.022, -0.009]],
  "orbital_gap_ha": 0.315,
  "molar_mass_g_mol": 400.647,
  "max_force_ev_per_a": 0.68,
  "e_above_lowest_kj_mol": 35.67,
  "smiles": "C=C1/C(=C/C=C2/CCC[C@]3(C)[C@@H]([C@H](C)CCCC(C)C)CC[C@@H]23)C[C@@H](O)C[C@@H]1O"
}